# 1
ORCA calculation (ωB97M-V/def2-TZVPD) on a single C24H31N3O3 molecule.

Structure (XYZ):
```
61
Properties=species:S:1:pos:R:3:forces:R:3
C 4.757 3.201 -2.204 0.033 0.020 0.005
O 3.436 2.719 -2.238 -0.138 0.097 -0.057
C 3.081 1.894 -1.158 -0.080 -0.059 0.273
C 2.893 2.652 0.169 -0.141 0.188 -0.490
N 2.476 1.754 1.229 0.261 0.069 -0.327
C 3.543 1.120 1.971 0.087 -0.084 0.267
C 1.153 1.657 1.494 -0.028 -0.198 0.410
O 0.329 2.284 0.850 -0.389 0.194 -0.231
C 0.730 0.695 2.587 0.104 0.020 0.016
C 0.710 -0.758 2.034 0.093 0.311 0.150
C 1.289 -1.696 3.098 0.114 -0.033 -0.103
O 2.402 -1.504 3.558 0.245 0.114 0.046
N 0.536 -2.732 3.501 -0.078 -0.378 0.267
C -0.803 -3.029 3.046 -0.401 0.209 -0.288
C -1.429 -1.720 2.551 0.009 -0.395 0.171
N -0.605 -1.100 1.550 -0.032 -0.107 -0.058
C -0.688 -1.626 0.203 0.134 0.255 -0.234
C -1.022 -0.474 -0.767 -0.071 -0.284 -0.025
C -0.782 -0.804 -2.217 0.121 0.043 -0.021
C -0.890 -2.091 -2.729 0.043 0.023 0.073
C -0.693 -2.333 -4.078 -0.011 -0.098 -0.102
C -0.387 -1.294 -4.937 -0.002 -0.059 -0.091
C -0.276 -0.006 -4.438 0.020 0.077 -0.047
C -0.472 0.234 -3.091 0.019 -0.045 -0.008
C -2.456 -0.048 -0.541 0.063 0.149 0.088
C -3.514 -0.814 -1.013 -0.007 -0.017 0.016
C -4.821 -0.439 -0.757 -0.080 -0.102 -0.021
C -5.085 0.705 -0.023 -0.108 0.065 0.047
C -4.034 1.475 0.445 -0.134 0.051 0.039
C -2.726 1.103 0.188 0.025 0.010 -0.002
H 5.474 2.383 -2.063 0.002 0.016 -0.006
H 4.934 3.671 -3.170 0.094 0.017 0.044
H 4.907 3.945 -1.415 0.027 -0.018 -0.025
H 3.829 1.095 -1.029 -0.081 0.018 -0.016
H 2.128 1.440 -1.443 0.056 -0.050 0.125
H 2.116 3.407 0.030 0.188 -0.044 0.015
H 3.824 3.139 0.471 -0.041 -0.011 0.030
H 3.215 0.219 2.482 0.027 0.024 -0.008
H 4.340 0.844 1.280 0.014 -0.016 0.005
H 3.957 1.813 2.711 0.061 -0.038 0.000
H 1.384 0.766 3.454 0.029 0.009 -0.013
H -0.286 0.961 2.878 0.084 0.014 -0.030
H 1.413 -0.807 1.193 -0.036 -0.077 0.131
H 0.966 -3.352 4.174 0.084 0.155 -0.099
H -0.773 -3.764 2.230 -0.111 0.044 0.088
H -1.378 -3.454 3.873 0.026 0.023 -0.055
H -1.520 -1.031 3.396 -0.104 -0.037 0.049
H -2.425 -1.894 2.142 -0.002 0.033 0.049
H 0.251 -2.106 -0.106 -0.078 -0.055 0.025
H -1.481 -2.377 0.162 0.055 -0.062 -0.040
H -0.385 0.373 -0.496 -0.005 -0.064 -0.024
H -1.126 -2.920 -2.077 -0.023 -0.083 0.090
H -0.782 -3.341 -4.458 -0.001 -0.066 -0.029
H -0.235 -1.485 -5.989 0.016 -0.012 -0.076
H -0.034 0.812 -5.100 0.024 0.071 -0.052
H -0.387 1.239 -2.705 0.007 0.135 0.063
H -3.317 -1.704 -1.594 0.013 -0.082 -0.075
H -5.636 -1.042 -1.133 -0.054 -0.038 -0.032
H -6.106 0.996 0.177 -0.070 0.028 0.010
H -4.235 2.372 1.013 -0.008 0.079 0.043
H -1.907 1.707 0.546 0.135 0.048 0.051
```
Positions in Å, forces in eV/Å.

Calculated values
electronic energy: -36004.402 eV
E_HOMO: -8.4 eV
SMILES string: COCCN(C)C(=O)C[C@H]1C(=O)NCCN1CC(c1ccccc1)c1ccccc1
energy relative to the best compared isomer or geometry (same formula, charge and spin): 142.72 kJ/mol

# 2
ORCA calculation (ωB97M-V/def2-TZVPD) on a molecular structure, C24H31N3O3Pt.

Structure (XYZ):
```
62
Properties=species:S:1:pos:R:3:forces:R:3
Pt 0.156 0.205 -1.884 -0.316 -0.372 -2.256
O -0.619 -1.071 -3.917 -0.223 0.223 -1.063
C -0.517 -0.839 -5.132 0.305 0.471 1.426
O 1.057 1.050 -3.492 0.344 0.553 -2.223
C 1.014 1.039 -4.750 0.335 -0.013 1.767
O 1.691 1.943 -5.405 -0.321 -0.436 -0.725
N 0.359 0.173 -5.570 -0.114 -0.340 0.289
C 1.599 1.630 -6.840 0.899 0.668 -0.498
C 0.612 0.508 -6.975 -0.855 -0.346 -0.121
H 2.586 1.310 -7.187 -0.070 0.326 0.288
H 1.284 2.517 -7.396 0.200 -0.021 0.408
H 1.027 -0.351 -7.514 -0.082 0.251 0.136
H -0.325 0.828 -7.448 0.273 -0.127 0.034
C -1.196 -1.504 -6.234 -0.762 -0.704 -0.891
C -2.377 -2.143 -6.169 0.891 0.226 0.378
H -0.727 -1.427 -7.217 -0.021 -0.205 0.466
H -2.937 -2.144 -5.245 -0.114 -0.217 0.041
H -2.756 -2.690 -7.033 -0.058 0.369 0.224
C -2.133 2.349 4.427 0.131 -0.113 0.041
C -2.684 2.832 3.088 -0.069 -0.047 0.102
C -4.195 2.578 3.080 -0.128 -0.222 -0.162
C -2.431 4.342 2.991 0.230 0.086 -0.195
C -2.028 2.121 1.899 -0.304 0.407 0.303
C -2.380 2.497 0.583 -0.080 0.154 -0.407
C -1.747 1.935 -0.510 0.444 -0.677 1.021
N -0.795 0.983 -0.311 -1.256 1.100 1.569
C -0.450 0.574 0.949 -2.204 1.961 -0.176
C -1.069 1.125 2.087 0.733 -0.566 -1.117
C 0.527 -0.452 0.943 2.027 -2.501 -0.253
C 1.043 -1.112 2.072 -0.526 0.768 -1.081
C 2.005 -2.103 1.888 0.345 -0.334 0.403
C 2.399 -2.429 0.576 0.229 -0.106 -0.306
C 1.873 -1.767 -0.519 -0.862 0.532 1.111
N 0.926 -0.810 -0.315 1.270 -1.141 1.333
C 2.654 -2.816 3.083 0.014 -0.116 0.135
C 2.458 -4.333 2.968 -0.212 -0.091 -0.164
C 4.158 -2.515 3.113 0.119 0.252 -0.199
C 2.069 -2.369 4.422 -0.157 0.113 0.023
H -2.610 2.905 5.237 0.022 -0.046 -0.095
H -1.058 2.520 4.507 0.019 0.002 0.031
H -2.338 1.290 4.596 -0.003 -0.006 0.021
H -4.643 3.099 3.932 0.017 -0.099 -0.170
H -4.667 2.946 2.164 -0.003 -0.023 0.123
H -4.407 1.506 3.174 -0.055 0.184 -0.001
H -1.356 4.553 3.018 -0.183 0.062 0.014
H -2.845 4.769 2.073 0.030 0.004 0.139
H -2.906 4.833 3.845 0.093 -0.038 -0.170
H -3.159 3.245 0.391 0.388 -0.294 0.249
H -1.932 2.164 -1.560 -0.215 0.175 0.466
H -0.756 0.741 3.065 -0.354 0.463 -0.423
H 0.656 -0.814 3.045 0.371 -0.265 -0.204
H 3.133 -3.215 0.397 -0.168 0.274 0.144
H 2.139 -1.946 -1.563 0.022 -0.144 0.459
H 2.906 -4.735 2.055 -0.040 -0.017 0.121
H 2.934 -4.818 3.826 -0.099 0.052 -0.194
H 1.391 -4.583 2.973 0.178 -0.058 0.004
H 4.332 -1.438 3.225 0.064 -0.179 -0.013
H 4.609 -3.029 3.968 -0.066 0.099 -0.184
H 4.660 -2.856 2.202 -0.004 0.030 0.121
H 2.245 -1.307 4.610 -0.017 -0.010 0.013
H 0.997 -2.570 4.481 -0.020 0.008 0.038
H 2.546 -2.924 5.235 -0.032 0.058 -0.151
```
Positions in Å, forces in eV/Å.

Calculated values
<S²>: 2.01
electronic energy: -39235.151 eV
E_HOMO (alpha / beta): -14.3 / -15.0 eV
total charge: +2
spin multiplicity: 3
energy relative to the best compared isomer or geometry (same formula, charge and spin): 0.00 kJ/mol

# 3
ORCA calculation (ωB97M-V/def2-TZVPD) on 3 unconnected molecules or ions with the total composition C24H31N3O6.

Structure (XYZ):
```
64
Properties=species:S:1:pos:R:3:forces:R:3
N 3.164 -1.261 -3.609 -0.183 0.220 -0.417
C 2.414 0.006 -3.460 0.532 0.352 0.695
N 1.782 0.021 -2.126 -0.715 -0.191 -0.115
N 3.437 1.085 -3.447 -0.465 -0.556 0.007
C 1.404 0.275 -4.656 0.280 -1.828 -0.375
C 0.383 -0.906 -4.713 -0.778 -0.139 -0.168
C 0.794 -2.135 -5.404 -1.796 -0.827 0.193
C -0.081 -3.309 -5.516 -1.088 2.909 1.878
C -1.391 -3.199 -4.852 1.163 0.866 -0.299
C -1.803 -1.993 -4.172 1.024 0.709 -0.446
C -0.940 -0.788 -4.093 0.375 -2.437 -0.979
C -1.482 0.465 -3.387 -1.366 -0.019 -0.187
O -0.827 1.417 -3.020 0.135 -0.633 -0.376
C -3.030 0.552 -3.156 -1.953 -0.031 0.070
C -3.692 1.837 -2.895 -1.059 -1.975 -0.031
C -5.130 1.833 -2.663 0.258 -1.057 -0.142
C -5.956 0.623 -2.660 2.343 -0.801 -0.545
C -5.313 -0.649 -2.944 1.431 1.999 0.177
C -3.873 -0.635 -3.189 -0.085 0.326 -0.044
C -3.201 -1.985 -3.506 0.636 0.033 -0.013
O -3.715 -3.051 -3.231 -0.135 0.714 -0.194
H 3.964 -1.199 -2.976 -0.241 0.045 -0.216
H 2.589 -2.047 -3.287 0.229 0.441 -0.262
H 2.125 -0.763 -1.560 0.126 0.560 -0.317
H 0.772 -0.120 -2.160 0.336 0.318 -0.184
H 2.930 1.959 -3.301 0.403 -0.185 -0.121
H 3.956 1.100 -4.327 -0.347 0.133 0.205
H 2.027 0.189 -5.594 -0.539 0.188 0.976
H 0.941 1.288 -4.637 0.293 -0.943 0.360
H 1.791 -2.214 -5.905 -0.961 0.457 0.681
H 0.207 -4.231 -6.062 -0.169 0.880 0.495
H -2.116 -4.045 -4.886 0.712 0.829 0.106
H -3.115 2.788 -2.887 -0.529 -0.985 0.038
H -5.663 2.795 -2.473 0.686 -0.842 -0.181
H -7.048 0.612 -2.452 1.022 0.393 -0.198
H -5.836 -1.634 -2.972 0.445 1.082 0.047
C 4.417 1.528 3.028 -0.061 -0.147 0.195
C 3.837 1.239 1.658 0.076 0.209 0.231
O 3.620 -0.166 1.474 0.161 -0.242 -0.474
C 2.512 -0.814 1.875 -0.290 -0.161 0.328
C 1.568 -0.125 2.823 -0.291 0.292 -0.489
O 2.325 -1.956 1.535 0.314 0.263 -0.188
H 3.733 1.230 3.825 -0.055 0.131 -0.039
H 4.631 2.592 3.137 -0.010 -0.036 -0.018
H 5.341 0.965 3.176 0.006 0.075 -0.106
H 2.925 1.805 1.461 -0.026 -0.093 0.064
H 4.556 1.535 0.893 -0.088 -0.248 -0.073
H 1.823 -0.399 3.845 0.028 0.094 -0.046
H 0.555 -0.462 2.602 0.159 -0.217 0.049
H 1.556 0.957 2.727 0.162 -0.022 0.239
C -1.373 0.433 8.687 0.109 -0.157 -0.027
C -1.575 1.558 7.692 -0.064 -0.230 0.177
O -0.371 1.826 6.963 0.082 0.496 -0.056
C 0.002 1.164 5.853 0.238 -0.255 -0.094
C -0.705 -0.118 5.495 -0.535 0.103 -0.307
O 0.939 1.562 5.207 -0.311 0.157 0.446
H -1.117 -0.503 8.189 -0.108 0.013 -0.006
H -2.278 0.275 9.276 0.031 0.023 -0.018
H -0.549 0.668 9.363 -0.090 0.078 -0.006
H -2.410 1.374 7.014 0.082 -0.071 -0.032
H -1.811 2.476 8.231 0.190 0.054 -0.159
H -0.150 -0.960 5.910 -0.022 0.022 -0.009
H -0.730 -0.205 4.410 0.206 -0.048 0.111
H -1.739 -0.161 5.830 0.086 -0.086 0.188
```
Positions in Å, forces in eV/Å.

Calculated values
electronic energy: -42144.911 eV
E_HOMO: -8.8 eV
SMILES string: NC(N)(N)Cc1cccc2c1C(=O)c1ccccc1C2=O.CCOC(C)=O.CCOC(C)=O
energy relative to the best compared isomer or geometry (same formula, charge and spin): 201.35 kJ/mol

Number 1: maximum force 0.0106 hartree/bohr. Number 2: maximum force 0.0628 hartree/bohr. Number 3: maximum force 0.0706 hartree/bohr.